Entry from the OMol25 dataset: C36H45FN4ReS as an isolated structure (ωB97M-V with the def2-TZVPD basis set).

Its multiplicity is 4. For the energy above the lowest of the compared OMol25 structures with the same formula, charge and spin, the calculation gives 7.1 kcal per mole. The frontier orbital gap (alpha / beta) comes out at 0.2732 / 0.2594 hartree. Its expectation value of S² is 3.786.

Last column: Löwdin charge in e.
Cartesian coordinates (Å):
1 H 6.6162 -18.9811 8.1431  0.039
2 C 5.3792 -12.1279 12.7140  -0.489
3 H 9.3589 -12.8652 9.1355  0.078
4 N 6.1074 -13.9665 11.4740  -0.040
5 H 8.8697 -7.4339 11.0440  0.092
6 C 6.7389 -18.1414 7.5292  -0.057
7 H 9.1031 -16.0972 6.2142  0.072
8 H 3.2324 -18.9449 10.4223  0.100
9 C 8.1850 -16.5639 6.4353  -0.078
10 C 10.1180 -16.5059 10.6154  -0.038
11 H 10.9747 -19.9045 9.6409  0.086
12 H 8.7696 -19.2590 6.4239  0.105
13 H 9.6324 -19.1654 8.0087  0.050
14 H 10.8374 -12.0408 9.7772  0.091
15 C 8.2864 -19.8703 10.1880  -0.040
16 H 11.4719 -18.6995 10.8707  0.067
17 S 4.4124 -13.3635 13.3830  1.140
18 C 9.8419 -15.2698 9.9934  -0.241
19 H 7.9872 -8.0663 12.3606  0.072
20 C 3.0341 -17.4828 11.9064  -0.082
21 H 10.6464 -12.6926 12.1433  0.091
22 H 9.7723 -10.9811 10.8991  0.014
23 H 7.2046 -7.5062 10.8813  0.094
24 C 3.5247 -16.3531 12.4800  -0.033
25 C 9.5412 -9.9626 11.1382  -0.023
26 H 9.8259 -18.0282 12.6381  0.083
27 H 12.5646 -13.5239 10.8040  0.096
28 C 9.3113 -18.8661 10.7267  -0.513
29 H 8.0653 -18.2660 12.4054  0.068
30 H 12.3612 -14.6601 9.4028  0.098
31 H 8.8522 -14.7557 8.0965  0.112
32 Re 7.1396 -15.5138 10.2579  1.703
33 C 6.4258 -12.1804 6.1939  -0.392
34 H 10.3587 -9.3268 10.7499  0.097
35 H 8.3721 -20.7995 10.7812  0.100
36 C 4.6650 -15.7825 11.8804  -0.244
37 C 5.1280 -14.4754 12.1746  -0.479
38 H 2.9739 -15.8737 13.2855  0.107
39 C 7.9228 -9.3870 9.2250  -0.020
40 H 7.4186 -15.7471 6.5184  0.092
41 H 9.6015 -9.8290 12.2396  0.104
42 C 6.2573 -12.5877 11.7190  -0.238
43 H 6.2679 -8.8596 12.6466  0.119
44 C 5.9682 -13.7252 7.8405  -0.295
45 C 10.4424 -12.9918 9.3625  -0.057
46 C 8.1599 -17.5726 7.5566  -0.536
47 H 12.2288 -15.2877 11.0427  0.077
48 C 9.2916 -17.4896 10.0709  -0.124
49 C 5.3673 -16.4639 10.8454  -0.194
50 C 7.1190 -10.3651 11.3798  -0.181
51 C 6.2266 -9.9336 12.3524  -0.023
52 H 5.3347 -18.1651 9.5948  0.059
53 H 6.5789 -18.6295 6.5447  0.101
54 H 9.0199 -13.2876 11.7770  0.059
55 C 12.0442 -14.4088 10.4187  -0.025
56 C 8.1097 -9.4403 10.7514  -0.556
57 H 10.1118 -18.1415 6.7170  0.092
58 C 9.0405 -18.6756 12.2201  -0.063
59 C 3.6671 -18.1057 10.8665  -0.083
60 C 4.8336 -17.6658 10.3940  -0.104
61 H 10.1835 -14.3104 12.4917  0.077
62 H 7.9561 -17.1891 5.5725  0.091
63 C 10.5499 -14.0450 10.4073  -0.578
64 H 6.9588 -8.9852 8.9352  0.091
65 H 8.3769 -20.0895 9.1674  0.040
66 N 7.0918 -11.6050 5.4346  0.092
67 N 6.2553 -14.5467 8.6344  0.006
68 C 10.0745 -13.5408 11.7643  -0.024
69 C 8.9889 -15.5125 8.8891  -0.195
70 C 7.1011 -11.7046 11.0069  0.044
71 H 10.8847 -20.3393 11.3416  0.074
72 C 10.7761 -19.5025 10.6677  -0.018
73 N 5.5765 -12.8384 6.9943  0.076
74 H 9.1427 -19.6583 12.7372  0.096
75 H 10.7581 -16.6135 11.4783  0.114
76 H 2.0969 -17.8548 12.3157  0.115
77 H 10.9073 -13.2599 8.4445  0.087
78 C 9.2346 -18.5841 7.1812  -0.030
79 C 8.5112 -16.9046 8.9267  -0.210
80 H 8.7254 -8.7432 8.8401  0.093
81 C 5.3944 -10.7703 13.0618  -0.062
82 H 8.0981 -10.3895 8.7916  0.078
83 F 7.9391 -15.8405 12.0359  -0.425
84 C 8.0278 -8.0649 11.2960  -0.089
85 H 7.8019 -12.0308 10.2086  0.104
86 H 6.0028 -17.3995 7.7952  0.067
87 H 4.7679 -10.3931 13.8361  0.103
88 H 7.2755 -19.4754 10.3234  0.075